No. 1
Formula: C18H14AuN6O4
Source: OMol25
Level of theory: ωB97M-V/def2-TZVPD

Values from the calculation:
Total energy: -1459.19421 a.u.
HOMO level (spin up / spin down): -10.9 / -12.1 eV
2S+1: 3
Net charge: +1
Frontier orbital gap (spin up / spin down): 0.24878 / 0.14163 Eh

Geometry as XYZ:
```
43
Properties=species:S:1:pos:R:3:mulliken_charge:R:1
Au 0.3060 0.4039 0.0776 1.106
O 3.3657 2.9219 1.2622 -0.615
C 2.3813 2.3287 0.8971 0.045
O 2.3002 1.0423 0.6706 -0.742
C 1.0849 3.1203 0.6826 0.668
C 0.9232 4.4829 0.8463 -0.467
C -0.3376 5.0248 0.6133 -0.179
C -1.4085 4.2210 0.2303 -0.471
C -1.1854 2.8657 0.0834 0.633
N 0.0366 2.3968 0.3134 -0.352
C -2.2389 1.8244 -0.3215 0.121
O -3.3644 2.2014 -0.5374 -0.616
O -1.8167 0.5885 -0.4071 -0.711
H 1.7675 5.0859 1.1478 0.503
H -0.4897 6.0892 0.7335 0.441
H -2.3962 4.6196 0.0485 0.503
C 2.6929 -2.2270 0.1493 -1.233
C 1.3163 -2.5905 -0.1624 1.068
N 0.2966 -1.7100 -0.2648 -0.518
C -0.8071 -2.3677 -0.5851 -0.385
C -0.4776 -3.7585 -0.6888 0.006
N 0.8273 -3.8617 -0.4186 0.278
C 1.6497 -5.0995 -0.5456 -1.243
N 2.1691 -5.2253 -1.8514 0.629
N 3.2892 -4.5069 -2.1961 -0.397
N 3.4675 -4.5897 -3.4444 -0.576
C 2.4510 -5.3498 -4.0001 0.219
C 2.2179 -5.7139 -5.3265 -0.644
C 1.1046 -6.4850 -5.5731 -0.513
C 0.2470 -6.8946 -4.5341 -0.605
C 0.4719 -6.5479 -3.2172 -0.752
C 1.5985 -5.7614 -2.9799 1.373
H 2.7332 -1.2145 0.5580 0.386
H 3.2746 -2.2440 -0.7842 0.324
H 3.1723 -2.9522 0.8067 0.352
H -1.7563 -1.8624 -0.7188 0.519
H -1.1038 -4.6036 -0.9274 0.452
H 1.0035 -5.9403 -0.3052 0.437
H 2.4579 -5.0337 0.1778 0.323
H 2.8892 -5.4010 -6.1136 0.444
H 0.8803 -6.7936 -6.5843 0.395
H -0.6096 -7.5081 -4.7776 0.393
H -0.1800 -6.8981 -2.4270 0.400
```

No. 2
Formula: C24H33N3O4S
Source: OMol25
Level of theory: ωB97M-V/def2-TZVPD

Values from the calculation:
Total energy: -1797.75655 a.u.
HOMO level: -8.5 eV
SMILES: Cc1cc(S(=O)(=O)NCC(C)C)ccc1OCC(=O)N1CCN(Cc2ccccc2)CC1
Frontier orbital gap: 0.33354 Eh
Relative energy (zero: lowest compared OMol25 entry of this formula, charge and spin): 0.855 eV

Geometry as XYZ:
```
65
Properties=species:S:1:pos:R:3:mulliken_charge:R:1
C 1.4244 1.0479 -3.3701 -1.643
C 2.1223 1.0661 -2.0466 1.084
C 2.9636 0.0439 -1.6508 -0.479
C 3.5750 0.0817 -0.4110 -0.609
C 3.3858 1.1446 0.4442 -0.419
C 2.5551 2.1880 0.0658 -0.811
C 1.9129 2.1463 -1.1670 0.776
O 1.0470 3.0959 -1.6201 -0.463
C 0.7635 4.2189 -0.8121 -0.817
C 0.1386 3.9311 0.5607 0.856
O 0.5720 4.5038 1.5462 -0.676
N -0.8981 3.0779 0.6210 0.198
C -1.5048 2.3397 -0.4634 -1.454
H -1.1029 2.6511 -1.4240 0.559
C -1.2614 0.8328 -0.2532 -0.352
N -1.7136 0.3559 1.0388 0.752
C -1.1423 1.1649 2.0976 -0.838
C -1.4036 2.6679 1.9182 -1.250
H -0.8844 3.2463 2.6827 0.500
H -2.4759 2.8832 1.9703 0.299
H -1.5377 0.8312 3.0585 0.655
H -0.0603 0.9965 2.0892 0.241
C -3.1550 0.1618 1.1312 -0.814
C -3.5866 -0.9430 0.2034 0.283
C -4.4350 -0.6952 -0.8666 -0.347
C -4.8083 -1.7192 -1.7207 -0.648
C -4.3295 -3.0012 -1.5167 -0.432
C -3.4804 -3.2563 -0.4522 -0.629
C -3.1141 -2.2344 0.4037 -0.100
H -2.4554 -2.4308 1.2355 0.302
H -3.1058 -4.2557 -0.2879 0.409
H -4.6185 -3.7995 -2.1839 0.385
H -5.4724 -1.5137 -2.5474 0.391
H -4.8122 0.3047 -1.0329 0.364
H -3.3738 -0.1308 2.1627 0.468
H -3.7334 1.0731 0.9102 0.346
H -1.7671 0.2642 -1.0359 0.708
H -0.1862 0.6381 -0.3184 -0.442
H -2.5822 2.5460 -0.4529 0.355
H 0.0699 4.8260 -1.4030 0.393
H 1.6696 4.8085 -0.6267 0.399
H 2.4139 3.0170 0.7395 0.495
H 3.8841 1.1435 1.4001 0.548
S 4.6002 -1.2919 0.0710 1.472
O 5.5978 -1.5235 -0.9333 -0.760
O 5.0229 -1.1072 1.4326 -0.713
N 3.5288 -2.5788 -0.0506 -0.178
H 4.0301 -3.3840 -0.3903 0.311
C 2.7011 -2.8291 1.1157 -1.675
H 3.2454 -2.5178 2.0156 0.350
C 1.3795 -2.0569 1.0166 3.065
C 0.5831 -2.5169 -0.2006 -1.188
H 1.1717 -2.3791 -1.1032 0.257
H -0.3389 -1.9485 -0.2875 -0.016
H 0.3308 -3.5713 -0.1089 0.499
C 0.5661 -2.2353 2.2947 -1.723
H 1.1290 -1.8924 3.1595 0.462
H 0.3153 -3.2839 2.4419 0.442
H -0.3533 -1.6598 2.2269 0.121
H 1.6196 -0.9959 0.8977 -1.179
H 2.4921 -3.8987 1.1852 0.484
H 3.1570 -0.7972 -2.2970 0.401
H 1.7911 0.2311 -3.9843 0.440
H 1.5831 1.9903 -3.8902 0.343
H 0.3508 0.9283 -3.2274 0.244
```

Which M belongs to each record? In order, 575.3; 459.6 g mol⁻¹.